AsF6H24O12 as an isolated structure in a non-equilibrium geometry, computed with ωB97M-V with the def2-TZVPD basis set.

Properties
Total charge ... -1
Electronic energy ... -3752.468245 a.u.
Energy relative to the best compared isomer or geometry (same formula, charge and spin) ... 154.71 kJ/mol
HOMO energy ... -7.566 eV

Last column: Mulliken charge in e.
Atoms and positions in Å:
As (-2.915, 9.310, 2.424)  2.29
F (-3.418, 7.617, 2.898)  -0.46
F (-4.647, 9.729, 2.587)  -0.64
F (-2.588, 11.030, 1.836)  -0.60
F (-3.451, 8.909, 0.730)  -0.57
F (-2.504, 9.898, 4.032)  -0.45
F (-1.282, 8.844, 1.944)  -0.47
O (-3.410, 5.923, 0.721)  -0.58
O (-0.748, 6.591, 4.537)  -0.67
O (-3.759, 12.411, -0.410)  -0.64
O (-1.715, 12.425, 5.052)  -0.68
O (-0.889, 7.727, -0.622)  -0.65
O (-2.105, 8.858, 7.512)  -0.61
O (-0.870, 5.656, 1.440)  -0.65
O (-5.527, 9.485, 6.098)  -0.63
O (-2.815, 4.938, 4.437)  -0.67
O (-6.854, 9.107, 3.538)  -0.74
O (-0.367, 10.831, -0.293)  -0.63
O (-3.640, 8.529, -2.240)  -0.57
H (-3.919, 6.723, 0.848)  0.24
H (-2.116, 9.782, 7.761)  0.32
H (-5.650, 10.434, 6.094)  0.30
H (-4.037, 5.214, 0.868)  0.24
H (-3.066, 12.679, -1.013)  0.32
H (-7.022, 8.509, 2.810)  0.26
H (-3.605, 5.441, 4.237)  0.30
H (-3.944, 8.272, -3.111)  0.25
H (-1.147, 10.476, -0.718)  0.28
H (-1.743, 8.095, -0.395)  0.23
H (-0.205, 7.116, 3.948)  0.31
H (-0.727, 7.064, 0.050)  0.44
H (-2.584, 12.800, 5.196)  0.30
H (-4.190, 9.277, -2.006)  0.31
H (-1.819, 8.859, 6.599)  0.28
H (-2.115, 5.590, 4.459)  0.44
H (-0.915, 4.716, 1.611)  0.27
H (-5.854, 9.196, 5.246)  0.32
H (-1.764, 5.900, 1.201)  0.35
H (-1.198, 7.234, 5.085)  0.29
H (-1.832, 11.821, 4.319)  0.35
H (-6.026, 9.532, 3.314)  0.57
H (-3.299, 11.971, 0.304)  0.35
H (-0.423, 10.521, 0.610)  0.33